Entry 1:
The following is a quantum chemistry calculation of an isolated molecule of C8H8ClNO3, from the Open Molecules 2025 dataset.

Summary:
SMILES: O=C(Nc1ccccc1)C(O)(O)Cl
HOMO-LUMO gap in eV: 9.27
Largest force on an atom in Eh/bohr: 0.077
M in g mol⁻¹: 201.609

The geometry in ORCA input format:
```
! RIJCOSX wB97M-V def2-TZVPD def2/J DEFGRID3
* xyz 0 1
O 1.52 -1.75 0.26
C 1.63 -0.61 -0.08
N 0.66 0.37 -0.22
C -0.74 0.20 0.00
C -1.55 1.30 -0.11
C -2.94 1.21 0.14
C -3.48 -0.01 0.58
C -2.68 -1.11 0.56
C -1.33 -1.05 0.25
C 3.03 -0.06 -0.41
O 3.96 -1.08 -0.39
O 2.94 0.73 -1.46
Cl 3.43 0.94 1.14
H 0.98 1.07 -0.85
H -0.96 2.14 -0.38
H -3.44 2.06 0.05
H -4.56 -0.18 0.88
H -3.25 -1.95 0.88
H -0.67 -2.00 0.26
H 3.85 -1.62 0.39
H 3.60 1.40 -1.49
*
```

Entry 2:
The following is a quantum chemistry calculation of an isolated molecule of C8H8F2Si, from the Open Molecules 2025 dataset.

Summary:
SMILES: C=C[Si](F)(F)c1ccccc1
HOMO-LUMO gap in eV: 10.23
Largest force on an atom in Eh/bohr: 0.076
M in g mol⁻¹: 170.234

The geometry in ORCA input format:
```
! RIJCOSX wB97M-V def2-TZVPD def2/J DEFGRID3
* xyz 0 1
C -3.28 0.16 1.29
C -2.40 1.17 1.22
Si -0.42 0.90 1.61
F 0.46 2.15 2.02
F -0.16 -0.13 2.80
C 0.51 0.04 0.16
C 1.83 -0.36 0.32
C 2.61 -0.85 -0.70
C 2.10 -0.90 -1.99
C 0.71 -0.56 -2.19
C -0.07 -0.11 -1.11
H -4.23 0.29 0.88
H -2.86 -0.86 1.58
H -2.65 2.10 0.72
H 2.36 0.00 1.24
H 3.60 -1.21 -0.53
H 2.83 -1.43 -2.68
H 0.05 -0.63 -3.09
H -0.99 0.23 -1.54
*
```

Entry 3:
The following is a quantum chemistry calculation of a structure of composition C8H8MgO5, from the Open Molecules 2025 dataset.

Summary:
HOMO-LUMO gap in eV: 9.67
Largest force on an atom in Eh/bohr: 0.171
M in g mol⁻¹: 208.452

The geometry in ORCA input format:
```
! RIJCOSX wB97M-V def2-TZVPD def2/J DEFGRID3
* xyz 2 1
O 0.03 -3.05 0.00
C 0.03 -1.90 0.00
Mg 0.01 0.00 0.14
O -2.64 -0.03 -1.52
C -1.65 -0.02 -0.96
C 1.65 0.02 -0.95
O 2.63 0.03 -1.52
C -0.01 1.90 0.00
O -0.03 3.04 0.00
C -0.83 1.24 3.40
C 0.05 0.12 4.02
C 0.53 -0.59 2.74
O -0.68 -0.59 1.84
C -1.64 0.42 2.39
H -1.45 1.74 4.10
H -0.17 1.93 2.88
H -0.60 -0.55 4.57
H 0.85 0.48 4.61
H 1.28 0.03 2.23
H 0.84 -1.58 2.90
H -2.39 -0.19 2.87
H -2.05 1.01 1.59
*
```

Entry 4:
The following is a quantum chemistry calculation of the ion C8H8N2 with charge +2, from the Open Molecules 2025 dataset.

Summary:
HOMO-LUMO gap (alpha / beta) in eV: 6.83 / 6.84
Largest force on an atom in Eh/bohr: 0.145
M in g mol⁻¹: 132.166

The geometry in ORCA input format:
```
! RIJCOSX wB97M-V def2-TZVPD def2/J DEFGRID3
* xyz 2 1
C 1.90 -0.08 0.32
C -3.25 0.09 -0.39
C -2.66 1.23 0.10
C -2.58 -1.16 -0.31
C -1.37 1.20 0.59
C 0.77 0.40 0.71
C -1.39 -1.27 0.28
C 4.25 -0.12 -0.38
N 3.04 0.17 0.06
N -0.64 0.04 0.63
H -4.11 -0.09 -1.01
H -3.08 2.24 0.05
H -3.07 -1.99 -0.69
H -1.00 2.04 1.14
H -0.81 -2.19 0.45
H 5.05 0.18 0.34
H 4.25 -1.24 -0.63
H 4.71 0.54 -1.27
*
```

Entry 5:
The following is a quantum chemistry calculation of an isolated molecule of C8H8N2O, from the Open Molecules 2025 dataset.

Summary:
SMILES: [H]/N=C/[C@H](N=O)c1ccccc1
HOMO-LUMO gap (alpha / beta) in eV: 8.75 / 8.75
Largest force on an atom in Eh/bohr: 0.128
M in g mol⁻¹: 148.165

The geometry in ORCA input format:
```
! RIJCOSX wB97M-V def2-TZVPD def2/J DEFGRID3
* xyz 0 1
H -2.69 2.49 1.25
N -2.65 1.90 0.44
C -2.52 0.73 0.56
C -1.77 -0.31 -0.84
N -2.61 -1.41 -0.95
O -2.21 -2.42 -0.36
C -0.26 -0.30 -0.45
C 0.63 0.29 -1.26
C 1.98 0.22 -0.98
C 2.37 -0.55 0.13
C 1.38 -1.15 0.95
C 0.07 -1.01 0.65
H -2.59 0.00 1.45
H -1.85 0.42 -1.60
H 0.35 0.63 -2.29
H 2.68 0.71 -1.54
H 3.34 -0.52 0.45
H 1.68 -1.59 1.85
H -0.72 -1.59 1.13
*
```

Entry 6:
The following is a quantum chemistry calculation of an isolated molecule of C8H8N2O2, from the Open Molecules 2025 dataset.

Summary:
HOMO-LUMO gap (alpha / beta) in eV: 8.33 / 8.33
Largest force on an atom in Eh/bohr: 0.108
M in g mol⁻¹: 164.164

The geometry in ORCA input format:
```
! RIJCOSX wB97M-V def2-TZVPD def2/J DEFGRID3
* xyz 0 1
C -1.98 -1.28 -1.69
C -0.74 -1.03 -2.24
C -2.23 -0.95 -0.39
C 0.25 -0.51 -1.46
C -1.26 -0.29 0.43
C 0.07 -0.22 -0.10
C 1.10 0.17 0.87
C 2.58 0.06 0.55
N 0.87 0.81 1.99
N -0.10 1.36 2.58
O -0.08 3.32 1.55
O -0.58 2.49 2.42
H -2.88 -1.43 -2.22
H -0.46 -1.12 -3.25
H -3.27 -1.10 -0.13
H 1.17 -0.23 -1.92
H -1.29 -0.02 1.49
H 3.17 -0.10 1.50
H 2.90 0.91 0.12
H 2.76 -0.84 -0.10
*
```

Entry 7:
The following is a quantum chemistry calculation of an isolated molecule of C8H8N2O3, from the Open Molecules 2025 dataset.

Summary:
HOMO-LUMO gap (alpha / beta) in eV: 8.08 / 6.42
Largest force on an atom in Eh/bohr: 0.105
M in g mol⁻¹: 180.163

The geometry in ORCA input format:
```
! RIJCOSX wB97M-V def2-TZVPD def2/J DEFGRID3
* xyz 0 1
C 2.80 -0.55 2.31
C 2.30 -0.56 -0.11
C -1.25 0.65 0.11
C 1.99 -0.40 1.21
C -0.69 0.37 1.46
C -1.56 0.48 2.72
C 0.07 -0.67 -2.94
C -0.69 0.39 -2.22
N 3.49 -0.69 3.23
N 2.68 -0.70 -1.21
O -2.39 0.99 -0.13
O 0.63 -0.04 1.59
O -0.38 0.29 -0.87
H -1.70 -0.46 3.26
H -2.64 0.74 2.31
H -1.07 1.11 3.48
H 1.12 -0.51 -2.56
H -0.29 -1.63 -2.75
H -0.14 -0.69 -3.91
H -1.80 0.48 -2.37
H -0.47 1.39 -2.61
*
```

Entry 8:
The following is a quantum chemistry calculation of an isolated molecule of C8H8N4O, from the Open Molecules 2025 dataset.

Summary:
SMILES: O=C[C@H]1N=NC[C@@H]1c1ccnnc1
HOMO-LUMO gap in eV: 9.03
Largest force on an atom in Eh/bohr: 0.093
M in g mol⁻¹: 176.179

The geometry in ORCA input format:
```
! RIJCOSX wB97M-V def2-TZVPD def2/J DEFGRID3
* xyz 0 1
O -2.12 2.87 0.01
C -2.29 1.71 0.14
C -1.43 0.60 0.76
N -2.21 -0.56 1.19
N -2.22 -1.47 0.37
C -1.28 -1.40 -0.74
C -0.49 -0.05 -0.60
C 0.90 0.01 -0.22
C 1.55 -1.02 0.51
C 2.96 -0.85 0.67
N 3.55 0.32 0.47
N 2.92 1.29 -0.13
C 1.69 1.11 -0.54
H -2.99 1.21 -0.46
H -0.89 0.85 1.70
H -1.90 -1.34 -1.66
H -0.75 -2.38 -0.80
H -0.90 0.69 -1.31
H 1.10 -1.94 0.74
H 3.56 -1.58 1.04
H 1.22 1.91 -1.13
*
```

Entry 9:
The following is a quantum chemistry calculation of a cluster of 2 separate species, C8H8N4O4 in total, from the Open Molecules 2025 dataset.

Summary:
SMILES: O=c1cc[nH]c(=O)[nH]1.O=c1cc[nH]c(=O)[nH]1
HOMO-LUMO gap in eV: 9.54
Largest force on an atom in Eh/bohr: 0.116
M in g mol⁻¹: 224.176

The geometry in ORCA input format:
```
! RIJCOSX wB97M-V def2-TZVPD def2/J DEFGRID3
* xyz 0 1
O -4.95 1.47 -1.04
C -4.30 0.92 -0.22
C -2.88 0.86 -0.33
C -2.19 0.46 0.71
N -2.82 -0.16 1.82
C -4.16 -0.21 1.96
O -4.75 -0.98 2.79
N -4.91 0.53 1.06
H -2.66 1.76 -1.13
H -1.09 0.46 0.94
H -2.12 -0.41 2.67
H -5.97 0.87 1.07
O 1.34 -0.29 -1.08
C 2.57 -0.19 -0.95
C 3.07 1.12 -0.45
C 4.46 1.20 -0.57
N 5.36 0.07 -0.93
C 4.88 -1.28 -1.02
O 5.67 -2.19 -0.78
N 3.52 -1.31 -1.27
H 2.50 1.96 -0.09
H 4.95 2.22 -0.37
H 6.25 0.00 -0.25
H 3.00 -2.20 -1.52
*
```

Entry 10:
The following is a quantum chemistry calculation of a cluster of 2 separate species, C8H8N4O4 in total, from the Open Molecules 2025 dataset.

Summary:
SMILES: O=c1cc[nH]c(=O)[nH]1.O=c1cc[nH]c(=O)[nH]1
HOMO-LUMO gap in eV: 9.90
Largest force on an atom in Eh/bohr: 0.064
M in g mol⁻¹: 224.176

The geometry in ORCA input format:
```
! RIJCOSX wB97M-V def2-TZVPD def2/J DEFGRID3
* xyz 0 1
O 0.95 -0.66 -1.56
C -0.11 -0.49 -2.16
C -0.20 -0.72 -3.56
C -1.41 -0.55 -4.17
N -2.48 -0.06 -3.53
C -2.43 0.26 -2.18
O -3.44 0.72 -1.66
N -1.21 0.06 -1.52
H 0.66 -0.98 -4.16
H -1.48 -0.78 -5.24
H -3.48 -0.08 -3.90
H -1.12 0.22 -0.54
O 1.35 0.66 5.47
C 1.38 0.52 4.23
C 2.51 -0.01 3.56
C 2.43 -0.30 2.26
N 1.32 0.09 1.51
C 0.16 0.58 2.08
O -0.95 0.66 1.48
N 0.27 0.82 3.43
H 3.43 -0.24 4.12
H 3.22 -0.60 1.62
H 1.22 -0.16 0.45
H -0.61 1.04 3.98
*
```

Entry 11:
The following is a quantum chemistry calculation of a structure of composition C8H8N6O, from the Open Molecules 2025 dataset.

Summary:
HOMO-LUMO gap in eV: 7.32
Largest force on an atom in Eh/bohr: 0.309
M in g mol⁻¹: 204.193

The geometry in ORCA input format:
```
! RIJCOSX wB97M-V def2-TZVPD def2/J DEFGRID3
* xyz 0 1
N -3.73 -1.65 0.00
C -3.65 -0.32 -0.01
N -4.67 0.60 -0.02
N -4.28 1.71 -0.02
N -3.05 1.58 -0.15
N -2.72 0.37 0.04
N -1.51 -0.16 0.16
C -0.45 0.80 -0.15
C 0.88 0.32 -0.11
C 2.02 1.17 -0.04
C 3.24 0.98 0.00
C 3.47 -0.49 -0.10
C 2.55 -1.68 -0.10
C 1.24 -0.99 0.04
H 0.40 -1.79 -0.12
H 2.69 -2.59 0.15
H 4.63 -1.09 0.07
O 4.24 1.66 0.05
H 5.25 1.40 -0.08
H 1.75 2.32 0.07
H -0.63 1.85 -0.16
H -4.75 -2.04 0.29
H -2.91 -1.98 0.20
*
```

Entry 12:
The following is a quantum chemistry calculation of the ion C8H8NO2S with charge +1, from the Open Molecules 2025 dataset.

Summary:
HOMO-LUMO gap in eV: 8.74
Largest force on an atom in Eh/bohr: 0.083
M in g mol⁻¹: 182.224

The geometry in ORCA input format:
```
! RIJCOSX wB97M-V def2-TZVPD def2/J DEFGRID3
* xyz 1 1
C 2.36 -0.85 -0.60
C 1.76 -1.83 -1.38
C 1.58 0.00 0.15
C 0.37 -1.91 -1.41
C 0.16 -0.08 0.13
C -0.45 -1.06 -0.69
C -0.35 0.89 0.99
C -0.61 2.77 2.67
N -0.34 1.77 1.76
O -3.05 -1.08 0.00
O -2.36 -0.36 -2.27
S -2.27 -1.53 -1.12
H 3.43 -0.76 -0.56
H 2.36 -2.51 -1.96
H 2.06 0.75 0.77
H -0.09 -2.68 -2.02
H -2.53 -0.67 -3.17
H -0.26 2.47 3.66
H -1.68 2.97 2.70
H -0.08 3.68 2.36
*
```